The following is a quantum chemistry calculation of 3 unconnected molecules or ions with the total composition C9H24ClN3O3Si in a non-equilibrium geometry, from OMol25.

Net charge = 0
Frontier orbital gap = 9.16 eV
Structure (SMILES) = COC[C@@H](C)N.COC[C@@H](C)N.N#CO[SiH2]Cl
HOMO = -0.3391 hartree
E_tot = -40732.8571 eV

```
41
Properties=species:S:1:pos:R:3:forces:R:3:lowdin_charge:R:1
N 1.812 -4.263 3.955 10.1 4.6 -4.8 0.099
C 2.903 -3.748 3.427 -5.7 -1.9 2.5 -0.249
O 4.040 -3.033 2.759 -5.2 -2.3 1.0 -0.279
Si 3.312 -2.474 1.221 0.0 1.2 0.9 0.362
Cl 3.530 -0.318 1.160 0.0 -2.0 0.1 0.190
H 4.000 -3.129 0.107 0.3 0.2 0.1 -0.045
H 1.867 -2.811 1.208 0.4 0.2 0.2 -0.040
C -1.424 -3.528 0.644 0.1 -0.2 0.2 -0.075
C -1.567 -2.013 0.517 -0.2 -0.2 -0.4 -0.426
C -3.000 -1.548 0.167 0.2 0.3 -0.1 -0.194
O -3.378 -1.764 -1.196 -0.1 -0.1 0.6 -0.195
C -3.752 -3.100 -1.495 0.0 0.2 -0.4 -0.111
N -0.588 -1.522 -0.464 -0.2 0.2 -0.2 0.042
H -1.371 -4.032 -0.325 -0.1 0.2 0.1 0.065
H -0.500 -3.777 1.177 -0.1 0.1 -0.1 0.056
H -2.259 -3.957 1.208 0.1 0.0 -0.1 0.080
H -1.315 -1.583 1.494 -0.1 0.1 -0.1 0.137
H -3.047 -0.461 0.315 0.0 -0.2 -0.2 0.122
H -3.742 -1.983 0.846 0.0 -0.2 0.0 0.118
H -4.279 -3.579 -0.664 0.1 0.0 0.1 0.090
H -2.871 -3.679 -1.777 -0.1 -0.2 0.1 0.071
H -4.419 -3.080 -2.363 0.1 0.1 0.2 0.088
H -0.607 -0.501 -0.463 0.1 -0.1 0.2 0.045
H -0.939 -1.768 -1.395 0.1 0.0 0.3 0.074
C -0.004 4.018 0.597 -0.2 0.1 0.2 -0.075
C 1.143 3.036 0.368 -0.2 0.1 -0.4 -0.428
C 2.251 3.578 -0.565 0.0 -0.4 -0.1 -0.194
O 1.902 3.595 -1.953 0.2 0.2 0.6 -0.193
C 1.069 4.679 -2.333 0.0 -0.3 -0.4 -0.110
N 0.594 1.767 -0.129 0.3 -0.1 -0.3 0.035
H -0.704 4.055 -0.242 0.2 0.0 0.1 0.064
H -0.587 3.721 1.476 0.1 0.0 -0.2 0.077
H 0.372 5.030 0.774 0.0 -0.1 0.0 0.078
H 1.605 2.848 1.346 0.1 0.0 -0.2 0.133
H 3.114 2.904 -0.489 -0.2 0.0 -0.1 0.116
H 2.603 4.565 -0.244 -0.2 0.1 0.0 0.118
H 1.304 5.595 -1.783 0.0 0.0 0.1 0.090
H 0.021 4.407 -2.200 -0.1 0.2 0.1 0.072
H 1.223 4.867 -3.401 0.1 -0.1 0.2 0.089
H 1.347 1.079 -0.172 -0.2 0.0 0.1 0.028
H 0.341 1.909 -1.112 0.0 0.0 0.3 0.078
```
Forces are in eV/Å.

The following is a quantum chemistry calculation of 6 unconnected molecules or ions with the total composition C20H47BrFNO9 in a non-equilibrium geometry, from OMol25.

Net charge = 0
Frontier orbital gap = 10.27 eV
Energy above the lowest of the compared OMol25 structures with the same formula, charge and spin = 0.0 kcal/mol
Structure (SMILES) = CC(=O)OCCCC(=O)O[C@@](N)(F)C[C@@H](C)Br.CCO.CCO.CCO.CCO.CCO
HOMO = -0.3563 hartree
E_tot = -114178.8963 eV

```
79
Properties=species:S:1:pos:R:3:forces:R:3:lowdin_charge:R:1
C 3.155 1.512 0.993 -0.8 -0.1 -0.5 0.037
C 3.422 0.999 -0.410 -1.3 0.6 1.4 -0.571
O 4.272 1.465 -1.076 2.4 0.9 -1.4 0.136
O 2.627 0.034 -0.880 -0.4 -0.9 0.9 -0.062
C 3.322 -1.148 -1.312 -1.2 -0.2 -0.4 -0.148
C 2.665 -2.382 -0.702 0.6 0.2 0.5 -0.131
C 2.370 -2.250 0.809 0.0 -0.3 -1.5 -0.058
C 0.925 -2.422 1.227 0.7 1.3 -2.3 -0.492
O 0.720 -2.881 2.275 -0.9 -1.6 4.1 0.156
O -0.130 -2.136 0.411 0.8 0.8 -1.1 0.034
C -0.812 -0.846 0.678 -1.5 -2.0 0.0 -0.561
N -1.591 -0.960 1.851 0.3 0.7 0.5 0.165
F 0.144 0.068 0.815 0.6 0.9 0.2 0.106
C -1.748 -0.643 -0.518 0.9 0.0 -0.7 -0.132
C -1.791 0.739 -1.151 -0.7 0.1 0.5 -0.710
C -1.998 1.891 -0.178 0.8 0.2 -0.7 -0.126
Br -0.275 1.101 -2.337 0.0 -0.1 0.2 0.724
H 2.124 1.376 1.286 -0.3 -0.4 0.1 0.067
H 3.332 2.574 1.031 0.4 0.3 -0.1 0.088
H 3.793 1.009 1.707 0.2 -0.1 0.1 0.083
H 3.182 -1.222 -2.384 0.5 0.1 -0.3 0.127
H 4.365 -1.072 -1.035 0.3 0.0 -0.1 0.126
H 1.793 -2.704 -1.257 -0.3 0.2 -0.1 0.115
H 3.416 -3.158 -0.817 0.0 -0.3 -0.1 0.113
H 2.802 -1.324 1.175 -0.4 0.3 0.3 0.116
H 2.886 -3.053 1.312 0.1 -0.1 0.4 0.117
H -1.027 -0.951 2.695 0.1 -0.1 -0.1 0.099
H -2.087 -1.841 1.806 -0.3 -0.1 0.1 0.077
H -1.459 -1.356 -1.281 0.1 -0.1 -0.2 0.112
H -2.759 -0.897 -0.231 -0.2 0.0 0.4 0.123
H -2.641 0.736 -1.817 -0.1 -0.1 -0.4 0.078
H -2.294 2.749 -0.766 -0.3 0.2 0.0 0.041
H -1.035 2.158 0.235 0.1 0.0 0.6 0.062
H -2.728 1.674 0.590 -0.1 -0.2 0.2 0.088
C 3.619 -2.805 5.740 0.0 0.0 0.0 -0.094
C 2.182 -2.431 6.053 0.0 -0.1 -0.4 -0.321
O 1.700 -1.440 5.153 0.0 0.1 0.1 -0.090
H 4.261 -1.925 5.795 0.0 0.0 0.1 0.074
H 3.992 -3.557 6.439 0.0 0.0 0.0 0.072
H 3.700 -3.203 4.725 0.0 -0.1 0.0 0.067
H 2.106 -2.017 7.058 -0.1 0.1 0.0 0.110
H 1.535 -3.313 5.994 0.0 0.0 0.1 0.109
H 1.753 -1.807 4.263 -0.1 -0.1 0.0 0.049
C -4.179 5.693 -3.324 0.0 -0.1 0.0 -0.090
C -3.014 4.999 -2.644 0.0 0.0 -0.4 -0.306
O -2.986 3.607 -2.958 -0.3 0.0 0.0 -0.110
H -5.124 5.238 -3.019 0.0 0.0 0.1 0.067
H -4.206 6.754 -3.072 0.0 0.0 0.0 0.077
H -4.107 5.595 -4.410 0.1 0.1 0.0 0.076
H -3.100 5.081 -1.561 0.0 -0.1 0.0 0.112
H -2.065 5.451 -2.949 0.0 0.1 0.1 0.114
H -2.894 3.525 -3.915 0.2 -0.1 0.1 0.089
C 8.087 0.591 0.088 0.1 0.0 0.0 -0.091
C 7.172 1.099 1.187 -0.2 0.1 -0.5 -0.328
O 6.881 2.478 1.010 0.1 0.1 0.1 -0.086
H 9.021 1.154 0.082 0.0 0.0 0.1 0.075
H 8.316 -0.468 0.223 0.0 0.0 0.0 0.072
H 7.622 0.725 -0.892 -0.1 -0.1 0.0 0.072
H 7.646 0.981 2.160 -0.1 0.1 0.1 0.112
H 6.228 0.539 1.179 0.1 -0.2 0.1 0.090
H 6.447 2.576 0.153 -0.1 0.0 0.1 0.072
C -7.362 3.360 -5.019 0.0 0.0 0.0 -0.091
C -7.079 2.270 -4.001 0.3 0.3 0.0 -0.321
O -5.708 1.889 -4.020 0.0 -0.1 -0.1 -0.088
H -7.096 3.023 -6.021 0.0 0.0 0.0 0.076
H -8.417 3.641 -5.011 0.0 0.0 0.0 0.074
H -6.764 4.250 -4.807 -0.1 0.0 0.1 0.058
H -7.662 1.378 -4.227 0.1 -0.1 0.0 0.110
H -7.343 2.608 -2.993 -0.2 0.0 0.0 0.108
H -5.181 2.670 -3.807 0.0 -0.1 0.1 0.046
C -2.179 -5.521 0.482 0.1 0.1 0.0 -0.084
C -3.076 -5.000 1.588 -0.1 0.0 -0.3 -0.306
O -3.505 -3.666 1.315 0.1 0.2 0.1 -0.094
H -1.307 -4.876 0.366 0.0 0.0 0.1 0.065
H -1.840 -6.536 0.697 0.0 0.0 0.0 0.076
H -2.707 -5.526 -0.475 0.0 -0.1 0.0 0.075
H -2.540 -4.975 2.535 0.0 0.1 0.0 0.114
H -3.956 -5.639 1.706 0.1 -0.1 0.1 0.108
H -3.990 -3.677 0.482 0.0 0.0 0.1 0.085
```
Forces are in eV/Å.

The following is a quantum chemistry calculation of 2 unconnected molecules or ions with the total composition C5H12O, from OMol25.

Net charge = 0
Frontier orbital gap = 7.57 eV
Energy above the lowest of the compared OMol25 structures with the same formula, charge and spin = 118.0 kcal/mol
HOMO = -0.2529 hartree
E_tot = -7422.1939 eV

```
18
Properties=species:S:1:pos:R:3:forces:R:3:lowdin_charge:R:1
C -0.988 1.440 -0.360 -0.1 0.2 0.0 -0.069
C -0.040 -0.477 0.008 0.1 -0.2 0.1 -0.496
C -0.666 -1.427 -0.856 0.0 -0.3 -0.1 -0.074
C -0.342 -0.569 1.480 0.0 0.1 0.0 -0.042
C 1.364 -0.080 -0.378 -0.2 -0.3 -0.2 -0.236
O 1.839 1.009 0.374 0.2 0.2 0.0 -0.062
H -1.083 1.723 -1.420 0.1 -0.2 0.1 0.039
H -0.265 2.108 0.114 -0.1 -0.3 -0.1 0.027
H -1.963 1.538 0.133 0.1 -0.2 0.0 0.035
H -1.026 -0.031 -0.752 0.0 0.4 0.0 0.110
H -0.252 -1.620 -1.840 0.0 0.1 0.1 0.059
H -1.441 -2.077 -0.469 0.1 0.1 0.0 0.058
H -1.397 -0.804 1.640 0.1 0.1 0.0 0.093
H 0.249 -1.406 1.877 -0.1 0.1 -0.1 0.101
H -0.077 0.342 2.017 0.0 -0.1 -0.1 0.086
H 1.959 -0.988 -0.184 -0.1 0.1 0.0 0.139
H 1.398 0.110 -1.460 0.0 0.0 0.2 0.134
H 2.732 1.210 0.074 -0.1 0.0 0.1 0.097
```
Forces are in eV/Å.

The following is a quantum chemistry calculation of 2 unconnected molecules or ions with the total composition CH8NS in a non-equilibrium geometry, from OMol25.

Net charge = +1
Frontier orbital gap = 9.54 eV
Energy above the lowest of the compared OMol25 structures with the same formula, charge and spin = 27.1 kcal/mol
HOMO = -0.4998 hartree
E_tot = -13484.2336 eV

```
11
Properties=species:S:1:pos:R:3:forces:R:3:lowdin_charge:R:1
N -1.672 -0.786 0.642 0.6 1.4 -0.1 0.232
H -1.989 -0.610 -0.350 0.8 0.0 1.3 0.124
H -2.238 -0.244 1.295 -0.7 -0.7 0.2 0.153
H -1.588 -1.772 0.806 -0.6 -0.8 0.5 0.140
H -0.712 -0.396 0.824 -0.9 -0.4 -1.1 0.080
C 1.669 0.803 0.003 -0.2 0.1 -4.3 -0.323
S 0.154 0.500 -1.168 1.0 1.0 0.1 0.644
H 2.530 1.007 -0.750 -1.2 -1.0 1.6 0.079
H 1.393 1.809 0.257 0.1 0.0 1.7 0.009
H 1.673 -0.137 0.545 0.8 0.9 0.8 0.017
H 0.777 -0.174 -2.103 0.3 -0.5 -0.6 -0.154
```
Forces are in eV/Å.

The following is a quantum chemistry calculation of C5H8 in the gas phase, from OMol25.

Net charge = 0
Frontier orbital gap = 10.06 eV
Energy above the lowest of the compared OMol25 structures with the same formula, charge and spin = 37.1 kcal/mol
Structure (SMILES) = CC=C=CC
HOMO = -0.3327 hartree
E_tot = -5312.5600 eV

```
13
Properties=species:S:1:pos:R:3:forces:R:3:lowdin_charge:R:1
C 0.180 -0.939 -1.976 0.0 0.0 -0.2 -0.107
C -0.623 -1.297 -0.744 0.0 0.1 0.2 -0.171
C -0.563 -0.461 0.260 0.5 -0.1 0.1 -0.065
C 0.069 0.234 1.166 0.1 -0.1 -0.1 -0.181
C -0.050 1.615 1.723 -0.1 0.1 0.1 -0.109
H -0.124 -1.492 -2.866 0.0 0.0 0.1 0.063
H 1.243 -1.145 -1.786 -0.1 0.0 -0.1 0.077
H 0.091 0.132 -2.181 0.0 -0.2 0.0 0.075
H 0.971 -0.297 1.470 0.1 0.1 0.2 0.109
H -1.086 -2.274 -0.644 -0.3 0.2 -0.2 0.094
H 0.318 1.619 2.753 -0.2 0.1 -0.1 0.067
H 0.624 2.254 1.137 -0.1 0.0 0.2 0.076
H -1.050 2.051 1.688 0.1 -0.2 0.0 0.073
```
Forces are in eV/Å.

The following is a quantum chemistry calculation of C4H7NS in the gas phase in a non-equilibrium geometry, from OMol25.

Net charge = 0
Frontier orbital gap = 8.03 eV
Energy above the lowest of the compared OMol25 structures with the same formula, charge and spin = 87.4 kcal/mol
Structure (SMILES) = C=C=CC[NH2+][S-]
HOMO = -0.2813 hartree
E_tot = -16583.1400 eV

```
13
Properties=species:S:1:pos:R:3:forces:R:3:lowdin_charge:R:1
C 1.187 -0.292 -0.605 -0.2 0.8 0.6 -0.281
C -1.655 0.165 1.636 0.7 3.1 0.5 0.011
C 0.780 -0.268 0.867 1.6 -1.5 0.1 -0.129
C -0.441 -0.059 1.248 0.1 0.1 0.5 -0.175
N 0.080 0.007 -1.550 -0.1 2.1 1.0 -0.321
S -0.392 1.888 -1.291 -0.1 -1.3 -0.6 0.242
H 2.004 0.440 -0.617 -0.4 0.1 -1.0 0.108
H 1.549 -1.217 -0.964 0.8 -1.4 0.3 0.096
H -2.114 1.136 1.956 1.1 -0.5 -0.6 0.093
H -2.367 -0.545 1.722 -1.9 -2.8 0.1 0.016
H 1.661 -0.556 1.583 -2.0 0.7 -1.2 0.148
H 0.364 0.001 -2.513 0.5 0.0 -0.3 0.073
H -0.656 -0.700 -1.472 -0.1 0.5 0.4 0.119
```
Forces are in eV/Å.

Question: What is the formula in the first record?
Answer: C9H24ClN3O3Si

Question: E_tot of number 5 (C5H8)?
Answer: -5312.5600 eV